15 unconnected molecules or ions with the total composition C93H208N8O15 in a non-equilibrium geometry. Source: OMol25; level of theory: ωB97M-V with the def2-TZVPD basis set.

Calculated values
Largest force on an atom   3.4 eV/Å
HOMO energy   -7.9252 eV
Lowest unoccupied orbital energy   0.0118 Eh
Gap between HOMO and LUMO   0.303 hartree
Energy relative to the best compared isomer or geometry (same formula, charge and spin)   0.3899 eV

Element x y z (Å)
C 24.4722 -10.0855 12.9275
C 25.3210 -9.4046 11.9423
C 24.4405 -8.6636 10.9551
O 26.2205 -8.5052 12.5776
H 24.9740 -10.5811 13.7031
H 23.8492 -10.8422 12.4807
H 23.7943 -9.3362 13.3840
H 25.8560 -10.2278 11.3712
H 23.6730 -9.2756 10.4355
H 25.0426 -8.0960 10.2313
H 23.8849 -7.9132 11.5230
H 26.8603 -9.1415 12.9964
C 24.3436 -6.1436 14.5939
C 23.0452 -5.3546 14.3564
C 22.0290 -6.0013 13.4192
O 22.4061 -4.9098 15.5715
H 24.2383 -7.1310 15.1238
H 25.0002 -5.4800 15.1715
H 24.7687 -6.2774 13.5954
H 23.2561 -4.3694 13.8985
H 21.6995 -6.9704 13.8515
H 22.5127 -6.3117 12.4542
H 21.2432 -5.2839 13.3190
H 22.2013 -5.6474 16.1758
C 30.6210 -12.0538 9.7504
C 32.0622 -11.9237 9.2394
C 32.4715 -10.4593 9.2599
O 32.9209 -12.6672 10.0580
H 30.5101 -11.4326 10.6355
H 30.4775 -13.0825 10.0775
H 29.8072 -11.8443 9.0426
H 32.1350 -12.3915 8.2486
H 33.5729 -10.4926 9.2701
H 32.1106 -9.9243 10.1450
H 32.2915 -9.8567 8.3753
H 33.0328 -12.2642 10.9536
C 23.2417 -16.7344 16.9323
C 22.8621 -18.1703 17.2209
C 21.6673 -18.6065 16.4438
O 23.9842 -18.9722 16.8028
H 22.3578 -16.1740 17.2602
H 23.5261 -16.5003 15.8925
H 24.0918 -16.5105 17.5891
H 22.6868 -18.2070 18.2980
H 21.8794 -18.5165 15.3500
H 20.7869 -18.0116 16.5427
H 21.5037 -19.6902 16.5940
H 23.7162 -19.8288 16.4887
C 27.7607 -12.6087 15.0225
C 28.2102 -11.4998 14.1197
C 27.8517 -11.9206 12.7077
O 27.4737 -10.2894 14.4069
H 28.3556 -13.4731 15.1145
H 26.7436 -12.9762 14.7790
H 27.7850 -12.1868 16.0517
H 29.2300 -11.2853 14.2552
H 26.8259 -12.3057 12.6232
H 28.5307 -12.7308 12.4535
H 28.0585 -11.1620 11.9338
H 27.7814 -9.9505 15.2694
C 23.2961 -12.1430 16.6913
C 24.1775 -11.5647 17.8280
C 25.1235 -10.5012 17.2361
O 23.3714 -10.7891 18.8150
H 22.4360 -12.6947 17.0657
H 23.8653 -12.8327 15.9889
H 22.9296 -11.2717 16.1363
H 24.6240 -12.3876 18.4158
H 25.6968 -10.1050 18.1069
H 24.5575 -9.6697 16.8239
H 25.8314 -11.0490 16.6099
H 22.7630 -11.4121 19.2792
C 20.8623 -14.3602 12.5077
C 21.0372 -12.7845 12.5980
C 21.7775 -12.3930 13.8871
O 21.7544 -12.2033 11.5006
H 20.2893 -14.7473 11.6532
H 20.3725 -14.7476 13.4038
H 21.7496 -14.9876 12.5430
H 19.9925 -12.3058 12.5409
H 21.5185 -11.3351 14.1489
H 22.8396 -12.3454 13.6418
H 21.5810 -13.0985 14.7289
H 21.2688 -12.3997 10.6683
C 32.2168 -12.7653 18.9968
C 31.1017 -13.5818 19.6550
C 30.9711 -13.5182 21.1317
C 30.4791 -12.1896 21.6405
C 29.0475 -12.1211 21.1372
C 28.9626 -12.0934 19.5465
N 29.7850 -13.2563 19.0647
O 29.9400 -13.4659 17.6660
C 27.5179 -12.3208 19.2256
C 29.3778 -10.7082 18.9047
C 31.4850 -15.0445 19.4349
H 32.9696 -12.6394 19.7581
H 31.9655 -11.7519 18.6897
H 32.6319 -13.2856 18.1675
H 30.2898 -14.2586 21.5486
H 31.8916 -13.8466 21.5993
H 31.0826 -11.4085 21.2108
H 30.5427 -12.0623 22.7098
H 28.5126 -11.1677 21.4756
H 28.5910 -13.0235 21.4389
H 27.2813 -12.2971 18.1462
H 27.1858 -13.2160 19.6969
H 26.9597 -11.5837 19.8074
H 30.3691 -10.3491 19.0484
H 29.2566 -10.8378 17.8673
H 28.5750 -9.9558 19.1691
H 32.4149 -15.3404 19.8899
H 31.6075 -15.1155 18.3266
H 30.6615 -15.6566 19.7882
H 29.5239 -14.2984 17.5437
C 34.0810 -15.2975 15.3652
C 34.9301 -16.1313 16.2986
C 34.1872 -16.9934 17.2891
C 33.3315 -18.0870 16.5935
C 34.3707 -19.0419 16.0301
C 35.2272 -18.3151 14.9489
N 35.8378 -17.0870 15.5717
O 36.6689 -16.4611 14.6145
C 36.3718 -19.2490 14.5298
C 34.4536 -18.0387 13.6135
C 35.8662 -15.0924 17.0208
H 33.4412 -14.6406 15.9929
H 33.4286 -15.8495 14.6446
H 34.7614 -14.6732 14.8509
H 34.9890 -17.4589 17.8686
H 33.5846 -16.2727 17.9414
H 32.7618 -17.6716 15.8156
H 32.6583 -18.5600 17.2835
H 33.8736 -19.8860 15.5595
H 34.9987 -19.4393 16.8270
H 36.0376 -20.2510 14.1802
H 36.8573 -18.7387 13.7004
H 37.1705 -19.2661 15.3358
H 34.3421 -19.0562 13.2333
H 33.4434 -17.6150 13.6523
H 35.0276 -17.4027 12.9317
H 36.4541 -15.5800 17.7871
H 35.2630 -14.3194 17.4979
H 36.4987 -14.6565 16.2454
H 37.6013 -16.6102 14.8753
C 28.0270 -6.9222 16.3141
C 29.3891 -6.6508 15.7398
C 29.1822 -5.5988 14.6687
C 30.5508 -4.9652 14.2519
C 31.0767 -4.3269 15.5501
C 31.5200 -5.4482 16.6046
N 30.2786 -6.1933 16.8542
O 30.5166 -7.2397 17.7931
C 32.7575 -6.1616 16.1290
C 31.8533 -4.7591 17.8859
C 29.8084 -7.9689 15.0936
H 27.3646 -7.0550 15.4575
H 27.6172 -6.0648 16.9948
H 27.9486 -7.8928 16.9251
H 28.7407 -6.0976 13.8036
H 28.5023 -4.8639 14.9890
H 30.3743 -4.2626 13.4346
H 31.1953 -5.6370 13.7276
H 30.3064 -3.7677 16.1350
H 31.8620 -3.6016 15.3060
H 32.9404 -6.8267 16.9365
H 32.6453 -6.5856 15.1480
H 33.6009 -5.4609 16.0900
H 30.9394 -4.2085 18.0912
H 32.0618 -5.2565 18.8740
H 32.6103 -4.0339 17.6047
H 30.6577 -7.8565 14.4266
H 28.9914 -8.4512 14.5273
H 30.0883 -8.6643 15.8871
H 30.1654 -6.8015 18.5357
C 20.4297 -7.9001 19.5647
C 20.8234 -6.9030 18.4338
C 20.4510 -5.4002 18.7507
C 21.4255 -4.5947 19.5691
C 22.8438 -4.8089 18.9911
C 23.2056 -6.2588 18.8653
N 22.2179 -6.8586 17.9806
O 22.6575 -8.1461 17.5727
C 24.5769 -6.3201 18.2273
C 23.3447 -6.8807 20.2261
C 19.9163 -7.3842 17.2843
H 20.6274 -8.9094 19.2358
H 19.3600 -8.0191 19.6609
H 20.8572 -7.7354 20.5517
H 20.3230 -4.9005 17.7805
H 19.4748 -5.4764 19.2210
H 21.4209 -4.7913 20.6551
H 21.1260 -3.5204 19.5576
H 23.5649 -4.2270 19.5900
H 22.7382 -4.2858 18.0257
H 25.0047 -7.3238 18.1707
H 24.5888 -5.8308 17.2412
H 25.2749 -5.7009 18.8629
H 24.2962 -6.6594 20.6532
H 22.5720 -6.6504 20.9355
H 23.4130 -7.9532 20.1195
H 19.8777 -8.5031 17.1936
H 20.3933 -7.1015 16.3227
H 18.9269 -6.9220 17.3430
H 22.8623 -8.6251 18.3879
C 24.6341 -15.7921 11.3211
C 25.1921 -14.9774 10.0666
C 24.9453 -15.8817 8.8788
C 25.2886 -15.1872 7.5045
C 24.3013 -13.9585 7.4206
C 24.3921 -12.9933 8.6502
N 24.3205 -13.8228 9.9028
O 24.4961 -12.9840 11.0577
C 25.6731 -12.1735 8.5083
C 23.1823 -12.1370 8.7446
C 26.6528 -14.5772 10.3729
H 24.6052 -15.1864 12.2337
H 25.1897 -16.7092 11.4447
H 23.5231 -16.0395 11.1353
H 25.5120 -16.7723 9.0187
H 23.8613 -16.1743 8.7677
H 25.0949 -15.8040 6.6706
H 26.2999 -14.7730 7.4749
H 23.3009 -14.3045 7.3680
H 24.4144 -13.3794 6.5306
H 25.6845 -11.2907 7.8327
H 25.9780 -11.8796 9.5404
H 26.5373 -12.7889 8.1914
H 23.2065 -11.5039 9.6314
H 23.1319 -11.5127 7.8547
H 22.2878 -12.7339 8.7484
H 26.7671 -14.1092 11.3235
H 26.9031 -13.9084 9.6238
H 27.3161 -15.4678 10.3212
H 23.6142 -12.8494 11.4056
C 28.1055 -16.6605 17.4151
C 28.3065 -17.4078 16.0770
C 26.9546 -17.5509 15.3409
C 27.1002 -17.9498 13.9062
C 28.0072 -16.9865 13.1594
C 29.3667 -16.8885 13.8097
N 29.0667 -16.4504 15.2167
O 30.3090 -16.1865 15.8766
C 30.1790 -18.1800 13.6928
C 30.1428 -15.7860 13.1471
C 29.0500 -18.6638 16.3466
H 27.5917 -15.7387 17.1888
H 27.5234 -17.2299 18.1922
H 29.0530 -16.3779 17.8239
H 26.3364 -18.2724 15.9040
H 26.4894 -16.6001 15.3107
H 27.4540 -18.9795 13.7570
H 26.1552 -17.9131 13.4080
H 27.5046 -16.0161 13.0570
H 28.1754 -17.3082 12.1284
H 30.4983 -18.3610 12.6591
H 29.6976 -19.0700 14.0641
H 31.0238 -18.0135 14.3704
H 30.1703 -15.8312 12.0733
H 31.2022 -15.7635 13.4465
H 29.7149 -14.7885 13.4158
H 28.7915 -19.5567 15.7769
H 30.1004 -18.4400 16.2534
H 28.7722 -18.9281 17.3753
H 30.4480 -15.2377 15.7312
C 27.4937 -4.1062 9.5413
C 26.5038 -5.2343 9.4459
C 25.7783 -5.2873 8.0325
C 26.6435 -5.9182 6.9843
C 27.2080 -7.2941 7.4618
C 27.9187 -7.2401 8.7878
N 27.0110 -6.5971 9.7475
O 27.5924 -6.6406 11.0256
C 28.1391 -8.6971 9.2824
C 29.3655 -6.6524 8.6428
C 25.3993 -4.9647 10.4672
H 28.2997 -4.3239 10.2836
H 26.9651 -3.2064 9.8787
H 27.9049 -3.8632 8.5257
H 24.9418 -5.9805 8.2187
H 25.4254 -4.2792 7.8106
H 27.5105 -5.2831 6.7349
H 26.0487 -5.9295 6.0953
H 28.0327 -7.6256 6.8321
H 26.4001 -8.0330 7.4468
H 28.7696 -9.1544 8.5449
H 28.7299 -8.7866 10.1827
H 27.1312 -9.1027 9.3774
H 29.4769 -5.7089 8.1008
H 29.7189 -6.4380 9.6605
H 29.9647 -7.4198 8.1197
H 25.8791 -4.6219 11.3731
H 24.7706 -5.8583 10.5279
H 24.7799 -4.0823 10.1430
H 26.9547 -7.2176 11.5900
C 31.6664 -12.7365 13.8473
C 32.4435 -11.4542 14.2498
C 31.8852 -11.0605 15.6568
C 32.7796 -10.0458 16.3771
C 34.2511 -10.5441 16.4662
C 34.8227 -10.9453 15.0981
N 33.8651 -11.8902 14.4600
O 34.2885 -12.3665 13.1391
C 35.1774 -9.7424 14.3044
C 36.0419 -11.8320 15.3822
C 32.2379 -10.2261 13.2837
H 30.5770 -12.6120 13.8483
H 31.9419 -13.4741 14.6021
H 31.9442 -13.1264 12.8429
H 30.8847 -10.6902 15.5593
H 31.8412 -11.9415 16.3002
H 32.3292 -9.9646 17.3962
H 32.6941 -9.0990 16.0002
H 34.2891 -11.4267 17.0979
H 34.7929 -9.7746 17.0331
H 35.9627 -9.2399 14.8945
H 35.4726 -10.0473 13.3079
H 34.3838 -9.0220 14.2628
H 36.7217 -11.2135 15.9576
H 35.7246 -12.6628 16.0121
H 36.4575 -12.1541 14.4544
H 32.8737 -10.4013 12.4219
H 32.4525 -9.3174 13.7665
H 31.1799 -10.2523 13.0172
H 34.2981 -13.3260 13.3062